Formula: C32H30MnN3O7S2
Source: the Open Molecules 2025 dataset
Level of theory: ωB97M-V with the def2-TZVPD basis set

```
75
Properties=species:S:1:pos:R:3:forces:R:3
Mn 0.009221 0.310304 0.089785 -0.170 -0.284 -0.083
O 2.001833 -2.897021 -1.660141 0.034 0.009 0.008
C 1.566457 -1.755970 -1.565291 0.011 -0.081 0.011
O 0.544716 -1.399421 -0.876212 -0.020 -0.015 0.118
C 2.211790 -0.661650 -2.432160 0.130 -0.006 -0.128
C 1.141228 0.063939 -3.262676 -0.081 -0.081 0.013
C 1.783096 0.739876 -4.481138 0.003 -0.015 0.012
C 2.509578 1.932461 -3.810506 0.021 0.030 -0.023
C 2.129251 1.725111 -2.338374 0.001 0.093 0.065
O 0.795387 1.193406 -2.441692 0.201 -0.075 0.034
C 2.921048 0.556371 -1.741156 0.022 -0.015 -0.022
C 2.921188 0.583327 -0.203205 0.053 -0.127 0.005
O 3.907340 0.166450 0.389231 -0.007 0.024 -0.050
O 1.872098 1.090287 0.341073 -0.019 0.249 0.000
H 2.920482 -1.171103 -3.084277 -0.021 -0.021 0.022
H 0.245624 -0.523470 -3.456644 0.043 0.011 -0.023
H 1.017334 1.081934 -5.179896 0.004 -0.022 -0.033
H 2.453326 0.068911 -5.017587 -0.001 0.000 0.011
H 2.129665 2.888335 -4.176029 0.017 0.002 0.000
H 3.589037 1.918652 -3.961659 -0.007 -0.011 0.017
H 2.110398 2.617769 -1.716801 0.018 -0.028 -0.037
H 3.966885 0.585329 -2.047396 -0.013 0.007 0.001
C 1.484665 7.335463 -0.279234 0.058 0.053 -0.030
C 0.662040 6.221160 0.304575 -0.006 -0.081 -0.018
C -0.244268 6.460531 1.332526 -0.014 0.007 0.034
C -1.012620 5.434281 1.862325 -0.052 0.038 0.003
C -0.891538 4.150102 1.355399 0.063 -0.033 -0.032
C 0.010805 3.892517 0.332996 -0.008 -0.023 -0.042
C 0.781340 4.922160 -0.179773 -0.037 0.068 0.003
S -1.944449 2.854466 1.984546 -0.084 0.110 -0.017
O -3.060504 2.805538 1.051210 0.045 0.017 -0.097
O -2.272190 3.216615 3.346949 0.009 0.007 -0.050
N -1.128518 1.526375 1.815135 -0.074 -0.029 0.165
C -0.386860 0.902520 2.792170 0.017 0.044 -0.134
C -0.140148 1.308226 4.110537 0.034 -0.079 0.112
C 0.722880 0.543336 4.868754 -0.031 0.021 0.001
C 1.326426 -0.592733 4.337365 0.003 -0.020 -0.050
C 1.017368 -0.928257 3.033446 -0.019 0.013 0.114
N 0.169500 -0.216977 2.299894 0.069 -0.031 -0.121
H 1.776592 8.058934 0.482995 -0.021 0.001 0.009
H 0.926319 7.874933 -1.048681 -0.017 -0.001 0.002
H 2.392929 6.950798 -0.743413 -0.005 -0.010 -0.002
H -0.342621 7.461873 1.737087 0.011 0.013 0.002
H -1.703961 5.618731 2.673681 -0.005 -0.003 0.017
H 0.135996 2.892421 -0.061351 -0.001 0.049 0.054
H 1.492237 4.707006 -0.968529 0.022 0.017 -0.021
H -0.613317 2.192457 4.505611 0.010 0.008 -0.019
H 0.937811 0.845956 5.887185 0.011 -0.006 0.001
H 2.030370 -1.184293 4.904319 -0.008 -0.008 0.018
H 1.463291 -1.783058 2.539618 0.008 -0.010 0.002
N -1.818479 0.883039 -0.963986 -0.157 0.030 0.120
S -2.065109 1.252949 -2.471250 0.184 0.013 -0.067
C -1.786221 3.005224 -2.765984 -0.021 0.107 -0.083
C -2.516731 3.978825 -2.093922 0.126 -0.050 0.034
C -2.240416 5.314050 -2.335043 0.006 0.004 0.036
C -1.252358 5.669309 -3.244685 0.040 0.047 0.010
C -0.525234 4.693033 -3.908585 -0.025 -0.030 0.018
C -0.787549 3.350438 -3.666318 -0.128 0.076 0.019
C -3.840568 1.261779 -2.735559 -0.093 -0.018 0.070
C -4.658710 0.673377 -1.786520 0.037 0.021 -0.049
C -6.030787 0.636824 -2.003375 0.002 -0.020 0.028
C -6.570754 1.177354 -3.158539 0.003 0.009 0.006
C -5.738599 1.761268 -4.107050 -0.025 0.007 -0.009
C -4.371333 1.806069 -3.898509 -0.006 -0.023 -0.043
H -2.384669 1.459989 -0.336649 -0.006 0.041 0.051
H -3.263191 3.697935 -1.363104 -0.052 -0.040 0.061
H -2.785684 6.079167 -1.797969 -0.009 0.000 0.003
H -1.038597 6.715855 -3.423742 -0.002 0.004 -0.006
H 0.251118 4.972333 -4.609538 0.015 0.006 -0.004
H -0.208560 2.573969 -4.145174 -0.084 0.047 -0.026
H -4.217222 0.257407 -0.890928 -0.007 -0.007 0.020
H -6.673942 0.185123 -1.259561 -0.009 0.007 0.001
H -7.640468 1.151609 -3.320750 -0.008 -0.006 -0.006
H -6.158566 2.190079 -5.007744 -0.001 0.001 -0.008
H -3.723932 2.275889 -4.628606 0.022 0.002 -0.001
```
Forces are in eV/Å.

Summary:
⟨S²⟩ ... 8.75
Frontier orbital gap (spin up / spin down) ... 7.317 / 7.691 eV
Spin multiplicity ... 6
E ... -105469.184 eV
E_HOMO (spin up / spin down) ... -5.11 / -5.49 eV
LUMO (spin up / spin down) ... 2.21 / 2.21 eV
Total charge ... -1

Results of the Mulliken charge analysis, in e, for atoms 1 through 5: 0.78, -0.78, -0.18, -0.79, 0.21